The following is a quantum chemistry calculation of a 2-piece molecular cluster, C2H6O2S overall in a non-equilibrium geometry, from OMol25.

XYZ file:
```
11
Properties=species:S:1:pos:R:3
C 1.90738 0.04709 -0.41541
C -1.82948 0.64809 0.69742
O -0.29665 -1.32295 -0.64541
O -2.26145 0.28687 -0.39906
S 0.50940 -0.60472 0.57411
H 2.56791 0.64058 0.40288
H 1.36622 0.49813 -1.20782
H 2.60195 -0.66124 -0.76074
H -1.16814 1.46697 0.83836
H -2.13120 0.12110 1.58932
H -1.26595 -1.11992 -0.67366
```

Output
ΔE to the lowest compared entry with this formula, charge and spin = 53.6 kcal/mol
Lowest unoccupied orbital energy = 0.5661 eV
E = -17099.19796 eV
HOMO level = -8.7 eV
SMILES = C=O.CSO

Atomic partial charges in e from the Mulliken method, atoms 1 to 6: -0.7285 -0.2305 -0.4507 -0.5625 0.0683 0.2799